(1)
Formula: C4H13NO3
Source: the OMol25 dataset
Level of theory: ωB97M-V/def2-TZVPD

For the energy relative to the best compared isomer or geometry (same formula, charge and spin), the calculation gives 57.3 kcal per mole. As for the SMILES: CNC(CO)CO.O. As for the LUMO energy: 0.0228 Ha. The HOMO energy is -9.0 eV. Its frontier orbital gap is 9.6 eV.

ORCA input file:
```
! wB97M-V def2-TZVPD RIJCOSX def2/J DEFGRID3
* xyz 0 1
C -1.196 -0.883 0.833
H -0.151 -1.763 2.269
H 1.854 1.335 -0.774
C 0.856 1.756 -0.858
O 2.210 -1.284 -0.342
C 0.108 -0.394 0.236
O -1.023 -1.837 1.908
H 0.413 -1.827 -1.376
H 0.583 2.619 -0.263
C 0.849 -1.592 -0.374
H 0.925 2.072 -1.915
H -0.411 0.379 -1.647
H -1.769 -0.085 1.290
H 0.569 -2.506 0.162
H -1.429 2.435 1.083
H 0.695 0.114 1.010
H 2.767 -1.724 -0.958
H -1.711 -1.486 0.066
N -0.162 0.698 -0.724
H -1.803 1.928 -0.261
O -2.173 2.044 0.634
*
```

(2)
Formula: C6H6
Source: the OMol25 dataset
Level of theory: ωB97M-V/def2-TZVPD

For the energy relative to the best compared isomer or geometry (same formula, charge and spin), the calculation gives 116.5 kcal per mole. As for the SMILES: C#CC(=C)C=C. As for the LUMO energy: 0.0361 Ha. The HOMO energy is -9.3 eV. Its frontier orbital gap is 10.3 eV.

ORCA input file:
```
! wB97M-V def2-TZVPD RIJCOSX def2/J DEFGRID3
* xyz 0 1
H 1.293 2.631 -0.321
H -1.932 0.929 0.383
H 2.856 -2.121 -0.073
H -0.545 2.426 -0.132
C 0.445 1.957 -0.010
H -2.498 -1.593 -0.263
C -1.553 -1.242 -0.039
H -0.635 -1.968 -0.151
C -1.332 -0.012 0.136
C 1.384 -0.367 0.266
C 2.110 -1.290 0.061
C 0.406 0.651 0.142
*
```

(3)
Formula: C4H8O
Source: the OMol25 dataset
Level of theory: ωB97M-V/def2-TZVPD

For the energy relative to the best compared isomer or geometry (same formula, charge and spin), the calculation gives 27.1 kcal per mole. As for the SMILES: CC1(C)CO1. As for the LUMO energy: 0.0373 Ha. The HOMO energy is -10.1 eV. Its frontier orbital gap is 11.1 eV.

ORCA input file:
```
! wB97M-V def2-TZVPD RIJCOSX def2/J DEFGRID3
* xyz 0 1
H -1.371 -1.097 0.978
H -1.041 1.995 0.370
C 1.317 -0.693 0.092
H 2.195 -0.052 -0.022
H -2.100 -0.065 -0.271
H 0.665 2.225 0.492
C 0.046 0.085 -0.135
H 1.391 -1.510 -0.635
H 1.328 -1.131 1.095
H -1.229 -1.542 -0.732
C -1.241 -0.699 -0.035
C -0.052 1.522 0.062
O 0.092 1.015 -1.240
*
```

(4)
Formula: C21H33N3O4S
Source: the OMol25 dataset
Level of theory: ωB97M-V/def2-TZVPD

For the energy relative to the best compared isomer or geometry (same formula, charge and spin), the calculation gives 38.3 kcal per mole. As for the SMILES: CCCCCC(=O)Nc1cc(S(=O)(=O)N2CCCCC2)ccc1N1CCOCC1. As for the LUMO energy: 0.0186 Ha. The HOMO energy is -8.3 eV. Its frontier orbital gap is 8.8 eV.

ORCA input file:
```
! wB97M-V def2-TZVPD RIJCOSX def2/J DEFGRID3
* xyz 0 1
H -1.764 -2.657 -2.345
H -1.982 -3.919 -1.125
H 4.097 -2.368 0.374
C -3.356 -2.265 -0.934
C 2.070 1.767 0.960
C -0.101 1.346 -0.012
C 4.674 1.012 -1.401
H -3.353 1.297 -0.548
C 3.872 -1.348 -1.541
H 5.568 -0.539 -2.595
N -0.766 -0.905 -0.534
O -0.105 -2.957 0.203
H -3.693 -3.477 0.810
H -4.116 -2.788 -1.520
C 5.433 0.647 -0.124
H -3.856 2.298 1.654
C 4.566 -0.218 -2.299
H -1.135 4.348 0.585
C -1.447 3.073 -1.159
N -1.325 1.752 -0.566
H 4.008 0.025 -3.206
N 4.847 -0.479 0.559
H -6.259 -1.443 2.653
H 0.730 3.295 0.336
H 5.444 1.471 0.589
C -2.910 2.526 1.160
O -3.099 3.750 0.489
C -1.983 -2.841 -1.290
H -4.997 -0.722 0.644
H -3.411 -1.209 -1.209
H -2.151 5.073 -0.691
C 2.267 0.410 1.100
H -1.423 -0.431 -1.139
H 5.199 1.817 -1.917
H -2.879 -1.957 1.145
C -3.673 -2.417 0.553
C -0.849 -2.267 -0.453
H -5.348 -2.952 2.702
H -4.528 -1.420 2.995
C 4.635 -1.654 -0.250
C -5.305 -1.906 2.410
H -2.117 2.626 1.917
C 0.885 2.231 0.415
C -2.536 1.412 0.174
C 1.328 -0.500 0.654
H 3.672 1.365 -1.145
H -5.809 -2.259 0.350
H -2.202 2.992 -1.950
O 3.560 -1.429 2.463
C -5.011 -1.779 0.920
H -2.395 0.483 0.724
O 4.373 0.903 2.567
C 0.159 -0.043 0.059
H 6.469 0.390 -0.377
H 2.829 2.446 1.314
H 1.505 -1.556 0.772
H 3.830 -2.250 -2.154
H -0.497 3.356 -1.613
S 3.806 -0.179 1.812
H 5.617 -2.075 -0.497
H 2.849 -1.050 -1.304
C -1.914 4.146 -0.165
*
```

(5)
Formula: C6H13O2
Source: the OMol25 dataset
Level of theory: ωB97M-V/def2-TZVPD

For the energy relative to the best compared isomer or geometry (same formula, charge and spin), the calculation gives 20.3 kcal per mole. As for the LUMO energy: 0.1424 Ha. The HOMO energy is -4.0 eV. Its frontier orbital gap is 7.9 eV.

ORCA input file:
```
! wB97M-V def2-TZVPD RIJCOSX def2/J DEFGRID3
* xyz -1 1
H -2.519 1.274 3.019
H 0.566 -2.366 -2.828
O 1.165 -2.883 -0.623
H 1.834 0.204 -2.580
C -0.991 1.229 1.506
H -0.691 -1.379 -2.151
H -1.052 0.370 3.504
H 0.166 0.650 -2.541
H -2.238 -0.311 2.354
H -1.366 0.777 0.584
H 1.179 1.458 0.860
C 1.114 -1.679 -0.967
H 0.751 -0.117 1.255
C -1.733 0.595 2.685
H 0.658 0.064 -4.005
C 0.507 0.921 1.519
C 0.858 -0.103 -2.942
C 0.388 -1.418 -2.320
H -1.083 2.316 1.483
O 1.614 -0.704 -0.354
H 0.875 1.101 2.542
*
```

(6)
Formula: C5H17NO2
Source: the OMol25 dataset
Level of theory: ωB97M-V/def2-TZVPD

For the energy relative to the best compared isomer or geometry (same formula, charge and spin), the calculation gives 96.8 kcal per mole. As for the LUMO energy (spin up / spin down): -0.1425 / -0.3073 Ha. The HOMO energy (spin up / spin down) is -13.8 / -13.8 eV. Its frontier orbital gap (spin up / spin down) is 9.9 / 5.4 eV. Its expectation value of S² is 0.755.

ORCA input file:
```
! wB97M-V def2-TZVPD RIJCOSX def2/J DEFGRID3
* xyz 1 2
O 1.545 2.051 -2.095
H -0.985 1.703 3.099
H 0.607 -0.539 -1.021
H -0.332 0.427 -2.259
H 0.515 0.885 3.577
N -1.003 -1.483 -2.357
H 1.503 -1.724 0.595
C -1.449 0.106 -0.438
H -1.653 -1.112 -3.154
C -1.110 -0.381 1.087
C -0.434 -0.305 -1.541
H 1.146 -0.300 1.565
O 2.208 -2.387 0.629
H 0.449 2.289 2.316
H -2.058 -0.295 1.615
H 0.537 1.022 0.735
C -0.014 1.321 2.651
H -0.371 -2.346 -2.560
H -1.072 -1.566 0.955
H -2.453 0.067 -0.725
H 2.207 2.347 -1.472
H 1.900 1.746 -2.777
H 1.712 -3.086 0.426
C 0.133 0.284 1.576
H -1.527 1.274 -0.425
*
```